H12O6 | ωB97M-V with the def2-TZVPD basis set

Element x y z (Å)
O1 1.00956 -1.33406 -1.10544
H1 1.08656 -0.99706 -1.98244
H2 1.78856 -1.81106 -1.05344
O2 -0.47944 -0.14206 0.70856
H3 0.15956 0.11394 1.36456
H4 -0.04644 -0.73906 0.12756
O3 -0.18144 3.07294 0.48356
H5 -0.60544 3.01394 1.36056
H6 -0.94044 2.83594 -0.03444
O4 -0.90644 -3.63206 -1.30144
H7 -1.04844 -3.87906 -0.42244
H8 -0.44544 -2.80706 -1.25344
O5 -2.12044 1.59794 -0.66644
H9 -1.51244 0.98894 -0.15744
H10 -1.89144 1.43994 -1.58644
O6 2.02856 0.42994 1.94156
H11 2.31656 0.66994 1.08756
H12 1.78856 1.17794 2.48956

Orbital gap in eV: 10.7
HOMO energy in eV: -10.769
Spin multiplicity: 1
Lowest unoccupied orbital energy in eV: 0.0
Net charge: 0